1.
Density functional theory data (ωB97M-V/def2-TZVPD) for one molecule with the formula C7H12 at a distorted geometry.

Atoms and positions in Å:
1 C 0.294 0.015 1.987
2 C -0.411 -0.746 1.169
3 C -0.266 -2.191 1.394
4 C -1.303 -0.211 0.088
5 C -0.706 0.743 -0.907
6 C 0.635 0.759 -1.207
7 C 1.225 1.686 -2.230
8 H 0.922 -0.344 2.768
9 H 0.084 1.041 1.965
10 H -0.709 -2.712 0.614
11 H 0.803 -2.446 1.433
12 H -0.607 -2.580 2.388
13 H -2.126 0.282 0.655
14 H -1.952 -0.916 -0.536
15 H -1.367 1.335 -1.442
16 H 1.233 0.203 -0.475
17 H 1.679 2.596 -1.881
18 H 0.653 2.219 -2.913
19 H 1.919 1.266 -2.867

As for the SMILES: C=C(C)C/C=C/C.

2.
Density functional theory data (ωB97M-V/def2-TZVPD) for a 2-piece molecular cluster, C7H12 overall.

Atoms and positions in Å:
1 C -1.710 0.811 0.186
2 C -1.225 -0.604 -0.074
3 C -0.189 -0.733 -1.227
4 C 0.890 -0.905 -0.173
5 C 2.208 -0.764 -0.177
6 C 0.684 2.558 0.409
7 C -0.143 -1.112 0.921
8 H -2.327 1.182 -0.640
9 H -0.885 1.549 0.301
10 H -2.295 0.872 1.110
11 H -2.093 -1.265 -0.171
12 H -0.338 -1.636 -1.830
13 H -0.092 0.126 -1.901
14 H 2.752 -0.539 -1.092
15 H 2.792 -0.860 0.736
16 H 1.094 2.153 -0.546
17 H 1.163 1.869 1.143
18 H -0.012 -0.534 1.844
19 H -0.273 -2.168 1.184

3.
Density functional theory data (ωB97M-V/def2-TZVPD) for one molecule with the formula C7H12 at a distorted geometry.

Atoms and positions in Å:
1 C 2.476 -1.165 0.396
2 C 1.298 -1.143 -0.212
3 C 0.198 -0.203 0.141
4 C 0.402 0.877 0.906
5 C -0.720 1.857 1.332
6 C -1.202 -0.647 -0.282
7 C -1.286 -0.261 -1.770
8 H 3.201 -1.896 0.059
9 H 2.888 -0.456 1.106
10 H 1.062 -1.916 -0.927
11 H 1.398 1.203 1.173
12 H -1.019 1.491 2.314
13 H -1.476 2.074 0.581
14 H -0.157 2.788 1.455
15 H -1.299 -1.727 -0.238
16 H -1.882 -0.175 0.415
17 H -0.831 0.710 -1.930
18 H -2.302 -0.414 -2.153
19 H -0.749 -0.997 -2.367

As for the SMILES: C=C/C(=C/C)CC.

Taking the records one at a time from the top gives relative energy (zero: lowest compared OMol25 entry of this formula, charge and spin) values of 2.209, 5.810, 1.440 eV.